[1]
141
Properties=species:S:1:pos:R:3:forces:R:3:lowdin_charge:R:1 method="wB97M-V/def2-TZVPD" total_charge=+2 homo_lumo_gap_ev="8.335 / 4.388" homo_energy_ev="-13.5 / -13.5" lumo_energy_ev="-5.2 / -9.2" max_force_ha_per_bohr=0.0830 multiplicity=2
Zn 3.057 -1.978 -0.836 -1.4 0.5 -0.4 0.82
As 0.078 0.027 0.714 -1.1 0.0 1.4 0.92
F -0.408 -1.539 1.498 0.7 1.8 -1.1 -0.26
F 1.116 0.417 2.070 -0.4 -0.4 -1.2 -0.22
F 0.553 1.534 -0.103 -0.2 -1.4 0.6 -0.25
F -0.980 -0.346 -0.649 0.4 0.0 0.1 -0.27
F -1.304 0.846 1.478 1.1 -0.6 -0.6 -0.25
F 1.399 -0.871 -0.137 -1.0 0.9 0.5 -0.27
C 5.920 -0.167 1.516 0.7 0.2 0.9 -0.04
C 5.010 -1.112 0.762 1.1 -0.5 1.4 -0.40
C 4.089 -1.800 1.771 0.1 1.3 -0.2 -0.15
O 3.124 -2.586 1.058 0.6 -1.4 0.6 -0.27
C 2.481 -3.596 1.904 -0.2 1.0 0.6 0.01
N 4.195 -0.425 -0.243 1.2 -0.3 0.0 0.07
H 5.354 0.494 2.172 -0.1 -0.1 0.1 0.07
H 6.600 0.482 0.964 -0.4 -0.2 -0.7 0.09
H 6.604 -0.759 2.124 -0.2 -0.1 0.3 0.10
H 5.673 -1.860 0.325 -0.2 -0.2 -0.6 0.15
H 3.569 -0.986 2.276 -0.3 -0.1 0.3 0.12
H 4.648 -2.340 2.536 -0.1 -0.3 -0.3 0.15
H 1.887 -3.057 2.642 -0.4 0.1 -0.3 0.10
H 3.214 -4.094 2.539 0.3 -0.4 -0.7 0.10
H 1.843 -4.246 1.306 0.4 0.1 0.0 0.10
H 4.898 0.030 -0.808 0.0 0.1 -0.9 0.11
H 3.890 0.398 0.257 -1.1 0.5 0.1 0.09
C -3.987 1.558 -1.094 -0.1 0.4 2.0 0.01
C -4.077 0.784 -2.384 -1.1 1.4 -3.5 -0.31
C -3.221 1.464 -3.537 -1.0 0.0 -0.7 -0.14
O -3.730 2.762 -3.878 0.5 -1.4 0.8 -0.15
C -2.819 3.497 -4.687 0.9 -0.1 0.4 -0.08
N -3.585 -0.501 -2.056 1.0 3.4 0.6 0.30
H -4.709 1.169 -0.375 -0.2 0.0 -0.1 0.08
H -4.172 2.626 -1.205 -0.1 0.0 -0.7 0.12
H -3.030 1.477 -0.578 0.4 -0.1 -0.2 0.08
H -5.102 0.790 -2.755 -0.1 -0.3 0.2 0.17
H -3.330 0.836 -4.421 -0.3 -0.3 -0.1 0.13
H -2.148 1.408 -3.351 0.3 0.6 0.6 0.11
H -2.542 3.065 -5.649 -1.0 -0.3 -0.4 0.09
H -1.840 3.472 -4.210 0.1 0.6 0.5 0.07
H -3.194 4.516 -4.783 0.0 -0.3 0.0 0.11
H -2.747 -0.135 -1.628 2.0 -1.5 -0.1 0.09
H -4.051 -0.984 -1.302 -1.5 -2.0 0.7 0.07
C -7.165 -4.329 -1.847 0.3 0.2 0.6 -0.03
C -6.189 -3.153 -1.662 -1.2 0.4 3.0 -0.44
C -5.489 -3.142 -0.261 1.5 -0.3 0.2 -0.11
O -4.610 -1.977 -0.145 -1.5 1.1 -1.1 -0.29
C -3.681 -1.938 0.891 0.9 -0.9 0.8 -0.09
N -5.200 -3.109 -2.665 1.2 -0.1 -0.9 0.07
H -6.647 -5.287 -1.831 0.3 0.0 -0.6 0.08
H -7.747 -4.176 -2.757 0.2 -0.2 0.0 0.09
H -7.856 -4.462 -1.015 -0.1 0.6 0.1 0.08
H -6.747 -2.218 -1.605 -0.3 0.2 -0.6 0.13
H -4.741 -3.934 -0.226 -0.3 -0.8 0.0 0.12
H -6.056 -3.181 0.669 -0.6 0.0 -0.3 0.14
H -3.256 -0.942 1.016 -0.2 0.1 -0.2 0.08
H -2.870 -2.629 0.663 0.3 -0.1 0.0 0.09
H -4.064 -2.270 1.856 -0.4 0.2 0.0 0.10
H -4.537 -2.389 -2.419 -0.2 0.4 -0.4 0.02
H -4.614 -3.906 -2.461 0.1 -0.8 -0.6 0.07
C 3.678 2.965 2.051 -0.4 -0.2 1.2 -0.07
C 3.895 3.431 0.636 0.7 0.5 0.3 -0.39
C 4.178 4.960 0.581 -0.7 -0.5 0.5 -0.24
O 4.588 5.357 -0.690 -0.1 1.1 -0.4 -0.19
C 4.773 6.790 -0.678 0.8 -0.2 -1.1 -0.08
N 5.055 2.642 0.126 -0.6 0.6 -0.5 0.05
H 4.584 2.991 2.657 0.4 0.2 -0.2 0.09
H 3.336 1.933 2.132 -0.1 -0.2 -0.4 0.04
H 2.962 3.526 2.652 -0.2 0.3 -0.4 0.09
H 3.028 3.185 0.023 -0.1 0.1 -0.1 0.11
H 4.905 5.230 1.347 0.6 -0.2 0.1 0.13
H 3.325 5.590 0.830 -0.6 -0.5 0.3 0.09
H 4.988 7.126 -1.692 0.4 -0.4 -0.1 0.09
H 5.629 7.019 -0.044 -0.1 0.2 0.1 0.09
H 3.931 7.439 -0.434 -0.5 -0.7 0.7 0.09
H 5.832 2.843 0.738 0.2 -0.2 0.5 0.08
H 5.339 3.162 -0.692 0.1 -0.1 -0.7 0.07
C 0.901 -0.150 5.143 -0.2 1.0 0.0 -0.05
C 2.050 0.868 4.966 -0.8 -2.0 0.0 -0.18
O 2.962 0.611 6.064 -0.4 1.1 -0.3 0.05
C 4.076 -0.068 5.856 -0.1 -0.2 -0.2 -0.61
O 4.482 -0.461 4.787 0.2 -0.2 -0.3 0.10
O 4.634 -0.257 7.030 -1.0 0.2 1.6 0.02
C 5.759 -1.077 7.179 1.8 0.0 -1.5 -0.04
H 0.311 0.113 6.021 0.2 -0.2 0.2 0.08
H 1.271 -1.172 5.225 0.0 0.1 0.0 0.08
H 0.218 -0.061 4.299 0.1 -0.2 -0.1 0.05
H 1.645 1.880 4.990 0.5 0.0 0.3 0.13
H 2.486 0.639 3.994 0.5 0.4 0.3 0.07
H 5.610 -2.084 6.789 -0.2 0.1 0.0 0.10
H 6.206 -1.140 8.171 -1.0 0.4 0.3 0.10
H 6.516 -0.573 6.579 0.5 -0.5 -0.2 0.10
C -4.128 0.756 3.654 -0.3 0.8 -0.3 -0.02
C -4.365 1.745 2.465 -0.8 -0.2 0.0 -0.16
O -5.550 1.331 1.733 -1.4 -1.1 -0.6 -0.06
C -6.783 1.497 2.274 -1.3 1.9 1.0 -0.47
O -7.020 2.196 3.254 0.6 -2.1 -2.2 0.14
O -7.847 0.926 1.532 2.1 1.1 2.6 0.01
C -7.571 0.187 0.405 0.1 -0.6 -2.3 -0.11
H -4.387 -0.284 3.453 0.2 0.0 -0.8 0.07
H -4.841 0.981 4.448 0.3 0.5 0.2 0.08
H -3.103 0.758 4.024 -0.1 0.3 0.0 0.07
H -3.632 1.822 1.662 0.4 -0.8 0.3 0.08
H -4.543 2.804 2.653 0.1 -0.1 1.2 0.13
H -8.487 -0.275 0.036 -0.2 0.0 0.5 0.10
H -6.819 -0.601 0.452 0.2 0.1 0.7 0.07
H -7.286 0.836 -0.423 0.3 0.3 -0.1 0.09
C 1.361 2.806 -3.556 0.4 -1.5 -0.3 -0.02
C 1.257 1.367 -3.040 0.2 1.8 1.9 -0.25
O 1.656 0.500 -4.047 2.0 -3.5 -1.4 0.06
C 2.418 -0.602 -3.779 -0.8 -0.1 0.4 -0.39
O 2.572 -1.079 -2.612 0.1 1.0 -3.4 0.01
O 2.856 -1.119 -4.954 -1.2 1.8 1.7 0.03
C 3.786 -2.171 -5.044 0.5 -1.7 0.3 -0.03
H 0.671 2.816 -4.400 -0.2 0.9 0.2 0.08
H 2.361 2.942 -3.966 0.0 0.3 0.1 0.09
H 1.182 3.478 -2.716 -0.3 0.2 -0.4 0.09
H 0.215 1.227 -2.753 0.1 -0.7 0.1 0.10
H 1.927 1.233 -2.191 -0.4 -0.1 0.2 0.11
H 3.805 -2.569 -6.059 -0.1 0.7 -0.2 0.11
H 3.473 -3.051 -4.482 -0.1 0.1 0.5 0.09
H 4.801 -1.902 -4.751 -0.2 0.3 0.0 0.11
C -1.942 -3.038 -3.644 1.2 0.0 0.4 -0.01
C -0.683 -2.941 -2.751 -1.1 1.9 -0.2 -0.21
O -0.033 -4.173 -2.670 2.1 -1.1 0.5 0.09
C 1.157 -4.231 -2.053 -0.8 -3.2 -1.4 -0.47
O 1.605 -3.438 -1.259 0.7 1.0 0.2 0.08
O 1.729 -5.431 -2.382 -2.4 2.4 -0.6 0.03
C 2.915 -5.815 -1.783 1.4 -0.4 0.9 -0.04
H -2.435 -2.070 -3.554 -0.3 -0.1 -0.1 0.05
H -2.617 -3.852 -3.378 0.1 0.1 0.1 0.08
H -1.637 -3.152 -4.684 -0.1 -0.1 0.0 0.09
H -0.880 -2.501 -1.773 -0.3 -0.6 0.4 0.11
H -0.013 -2.186 -3.162 0.2 -0.1 -0.4 0.12
H 3.018 -5.321 -0.817 0.2 -0.2 0.1 0.09
H 3.782 -5.591 -2.405 -0.1 0.3 -0.1 0.10
H 2.901 -6.899 -1.677 -0.2 0.1 0.2 0.12
C -0.978 4.172 0.529 1.0 -0.4 0.1 -1.07
Cl -2.422 5.128 0.638 -0.6 0.0 0.0 0.56
Cl 0.458 5.235 0.397 -0.1 -0.3 0.0 0.53
H -0.839 3.553 1.415 -0.2 0.2 0.0 0.02
H -0.972 3.515 -0.341 -0.2 0.3 0.0 0.00

=====

[2]
146
Properties=species:S:1:pos:R:3:forces:R:3:lowdin_charge:R:1 method="wB97M-V/def2-TZVPD" homo_lumo_gap_ev=7.668 homo_energy_ev=-8.1 lumo_energy_ev=-0.4 max_force_ha_per_bohr=0.1200
C 0.545 4.134 -1.041 1.1 0.1 -0.9 -0.03
C -0.481 3.563 -0.053 0.7 1.5 -1.6 -0.27
C -1.508 4.635 0.227 -0.9 -1.2 0.6 -0.20
O -2.133 5.065 -0.968 1.0 0.0 -0.3 -0.15
C -2.927 6.156 -0.669 -1.6 1.1 0.2 -0.13
N -1.073 2.325 -0.638 0.6 0.6 1.6 0.23
H -1.601 2.318 -1.499 -0.2 0.4 -0.5 0.10
H -0.282 1.697 -0.651 0.9 -1.1 -0.9 0.07
H -1.588 1.835 0.079 -0.8 -0.4 0.4 0.11
H 0.248 4.300 -2.076 -1.0 -0.3 0.0 0.08
H 1.449 3.544 -1.191 0.0 -0.4 0.5 0.06
H 0.919 5.132 -0.813 -0.2 0.0 0.8 0.09
H 0.030 3.215 0.845 -0.2 0.1 0.2 0.14
H -1.133 5.474 0.813 0.5 0.0 -0.2 0.14
H -2.253 4.173 0.876 -0.4 0.1 0.2 0.10
H -2.458 6.879 -0.001 0.3 -0.1 0.3 0.09
H -3.869 5.835 -0.224 -0.1 -0.2 0.5 0.09
H -3.281 6.769 -1.498 0.6 -0.5 -0.7 0.09
C 0.410 -2.877 -3.978 -0.5 -0.2 -0.4 -0.02
C 0.276 -3.182 -2.492 1.5 -1.8 0.6 -0.29
C 0.441 -4.673 -2.241 -0.7 -2.6 -0.5 -0.20
O 0.246 -5.166 -0.913 0.0 1.0 0.9 -0.21
C 0.695 -6.499 -0.539 0.4 1.0 -1.3 -0.05
N 1.429 -2.544 -1.751 -1.2 0.2 -1.3 0.20
H 2.327 -2.518 -2.212 0.2 -0.7 -0.1 0.16
H 1.130 -1.580 -1.718 -0.6 2.5 0.7 0.05
H 1.405 -2.756 -0.764 0.1 -0.2 1.5 0.09
H -0.339 -3.340 -4.620 -0.8 0.2 0.6 0.09
H 1.263 -3.360 -4.453 0.7 0.4 0.5 0.09
H 0.381 -1.804 -4.167 0.2 0.0 0.0 0.08
H -0.656 -2.874 -2.018 0.2 0.6 -0.1 0.13
H 1.372 -5.034 -2.678 0.7 0.2 0.3 0.13
H -0.286 -5.232 -2.830 -0.4 0.3 -0.5 0.13
H 0.225 -7.263 -1.159 -0.4 0.0 0.1 0.09
H 0.507 -6.658 0.523 -0.1 0.2 -0.2 0.10
H 1.763 -6.561 -0.749 0.1 -0.1 0.3 0.07
C -1.730 -2.558 3.236 0.2 0.7 0.2 -0.03
C -2.724 -2.957 2.204 -1.7 -1.4 -2.1 -0.25
C -4.013 -2.116 2.054 0.2 2.8 -0.4 -0.18
O -4.807 -2.325 0.883 0.4 -0.3 -0.4 -0.19
C -5.611 -1.175 0.519 -0.3 -0.9 0.0 -0.07
N -2.011 -3.010 0.805 -1.2 -1.0 1.5 0.22
H -2.584 -3.333 0.038 -0.6 0.1 0.1 0.14
H -1.699 -2.062 0.651 0.2 2.2 -0.5 0.03
H -1.143 -3.526 0.770 0.5 -0.4 0.5 0.11
H -1.666 -1.471 3.279 -0.1 0.0 0.2 0.07
H -0.723 -2.851 2.937 0.0 -0.3 0.1 0.07
H -1.996 -2.994 4.198 0.1 0.2 0.0 0.10
H -3.168 -3.930 2.417 0.8 -0.6 -0.3 0.14
H -3.701 -1.073 2.014 0.5 0.3 -0.2 0.10
H -4.667 -2.077 2.925 0.1 -1.0 0.4 0.14
H -6.247 -1.409 -0.335 0.3 -0.6 -0.1 0.09
H -5.038 -0.306 0.196 0.3 0.0 0.5 0.07
H -6.338 -0.986 1.308 0.3 0.5 0.3 0.09
P 0.000 -0.419 0.395 2.8 0.6 1.5 0.07
O -1.517 -0.310 0.606 -1.3 -1.1 0.1 -0.41
O 0.582 -1.877 0.812 -1.1 1.6 -1.1 -0.43
O 0.648 0.750 1.209 -0.4 -1.1 -0.7 -0.39
O 0.294 -0.141 -1.114 0.2 -0.9 -0.8 -0.42
O 5.200 -3.983 1.986 -1.2 -2.1 -0.8 -0.29
S 4.540 -5.115 1.321 -0.2 1.3 -0.7 0.70
O 5.161 -6.436 1.214 -1.6 1.9 1.1 -0.29
O 2.928 -5.178 1.804 3.3 -1.5 -1.9 -0.32
C 2.186 -4.011 2.243 1.2 -1.4 1.3 -0.23
C 2.266 -4.207 3.779 -1.7 2.0 -0.3 -0.05
C 4.285 -4.690 -0.419 -0.1 -0.6 -0.6 -0.13
H 1.241 -4.192 1.730 -0.2 0.4 0.5 0.09
H 2.625 -3.081 1.881 -0.1 0.0 0.1 0.08
H 1.419 -3.636 4.158 -0.2 0.1 0.5 0.06
H 3.127 -3.703 4.218 0.3 -0.4 -0.2 0.09
H 2.119 -5.222 4.149 0.3 0.0 -0.5 0.09
H 5.200 -4.874 -0.983 0.4 0.3 0.5 0.07
H 3.897 -3.701 -0.662 0.1 0.0 0.6 0.04
H 3.625 -5.437 -0.858 -0.3 0.0 0.4 0.04
O 6.557 -0.184 1.002 -3.1 1.0 0.3 -0.30
S 5.176 0.210 1.349 0.8 0.3 -1.3 0.70
O 4.837 0.410 2.743 -0.1 -0.5 -1.4 -0.28
O 4.819 1.607 0.529 1.7 -1.3 0.3 -0.27
C 3.572 2.228 0.738 -1.6 1.0 0.1 -0.30
C 3.721 3.748 0.714 1.3 0.0 -0.1 -0.06
C 3.933 -0.872 0.432 1.3 0.1 1.3 -0.08
H 3.095 1.863 1.648 0.1 0.0 -0.1 0.08
H 2.884 2.055 -0.089 0.0 -1.0 0.0 0.10
H 3.001 4.301 1.315 -0.1 -0.2 -0.1 0.07
H 3.732 4.108 -0.315 -0.4 0.0 -0.1 0.07
H 4.736 3.992 1.029 0.0 0.1 0.5 0.08
H 4.364 -1.869 0.513 -0.1 -0.1 0.3 0.02
H 3.854 -0.628 -0.628 0.1 0.6 0.3 0.07
H 2.996 -0.766 0.978 -0.2 0.0 -0.2 0.03
O -0.896 3.795 3.621 -1.6 -0.6 -0.1 -0.28
S -2.071 3.009 3.938 -0.9 -1.6 0.3 0.67
O -2.618 2.995 5.285 0.6 0.2 -1.5 -0.30
O -3.278 3.477 2.889 0.6 0.0 0.8 -0.31
C -4.648 2.971 2.915 -0.6 -0.1 -0.1 -0.25
C -4.915 2.483 1.515 0.7 0.5 -0.6 -0.08
C -1.855 1.230 3.386 0.6 1.6 0.4 -0.09
H -5.367 3.762 3.126 0.5 0.3 0.5 0.12
H -4.834 2.154 3.612 0.5 0.2 0.4 0.12
H -4.168 1.700 1.382 -0.3 -0.3 -0.7 0.06
H -4.715 3.314 0.838 0.5 0.0 -0.2 0.07
H -5.931 2.230 1.214 0.0 -0.6 0.7 0.09
H -2.734 0.661 3.686 0.0 0.2 -0.1 0.06
H -0.954 0.874 3.887 -0.1 0.1 0.4 0.04
H -1.596 1.189 2.328 -0.4 0.0 -0.1 0.02
O 2.748 -0.535 6.336 -1.4 2.5 -2.0 -0.32
S 1.976 0.355 5.432 0.4 -1.6 -0.2 0.76
O 0.686 0.897 5.885 2.0 -0.3 -0.6 -0.33
O 3.006 1.613 4.860 -0.1 -5.1 3.5 -0.25
C 2.377 2.686 4.358 0.2 3.3 -1.6 -0.35
C 3.419 3.823 4.392 0.4 0.3 -0.7 -0.05
C 1.594 -0.536 3.813 0.7 1.1 1.2 -0.09
H 1.518 3.009 4.947 -0.3 -0.3 -0.4 0.11
H 2.208 2.427 3.313 -1.1 0.6 -0.2 0.10
H 3.121 4.741 3.885 -0.9 0.2 0.5 0.07
H 4.296 3.648 3.770 0.2 -0.9 0.2 0.07
H 3.766 4.031 5.405 -0.2 0.0 0.0 0.08
H 2.372 -1.241 3.520 0.0 0.1 0.5 0.05
H 1.571 0.265 3.074 -0.4 -0.1 -0.2 0.02
H 0.617 -1.006 3.931 0.2 0.1 0.1 0.04
O -2.963 1.814 -2.674 -0.1 -1.3 -0.2 -0.31
S -3.566 0.526 -3.006 -0.3 0.9 -2.1 0.66
O -5.001 0.467 -2.852 1.0 -0.5 0.5 -0.28
O -3.270 0.220 -4.602 1.2 -1.0 2.3 -0.28
C -3.649 1.203 -5.564 -1.7 0.5 1.0 -0.28
C -2.740 1.145 -6.761 -0.5 0.2 0.2 -0.04
C -2.673 -0.833 -2.238 -1.1 0.5 0.0 -0.11
H -3.774 2.130 -5.005 0.7 0.6 -0.5 0.11
H -4.694 0.940 -5.732 0.0 0.0 -1.0 0.12
H -3.128 1.784 -7.554 -0.1 0.0 0.0 0.09
H -2.791 0.114 -7.113 0.5 0.1 -0.1 0.09
H -1.735 1.502 -6.534 0.0 -0.4 0.0 0.05
H -1.621 -0.862 -2.523 -0.2 0.2 0.0 0.05
H -3.249 -1.749 -2.365 0.1 0.0 -0.5 0.08
H -2.751 -0.594 -1.178 0.4 0.2 0.3 0.04
F 2.284 2.715 -8.001 -0.2 -0.2 0.9 0.04
C 1.987 2.168 -6.784 1.6 -2.5 -0.3 -0.24
C 0.804 2.480 -6.153 0.7 -0.1 -0.2 -0.03
C 0.568 1.874 -4.925 -0.3 0.4 1.0 -0.09
C 1.448 0.991 -4.306 -0.9 0.1 -1.0 -0.10
C 2.513 0.527 -5.044 1.0 1.0 -0.6 -0.10
C 2.844 1.109 -6.295 -1.5 1.1 0.8 0.02
H 0.167 3.185 -6.665 -0.3 0.1 0.3 0.12
H -0.286 2.129 -4.315 -0.4 0.3 -0.3 0.10
H 1.206 0.634 -3.315 0.1 -0.1 0.2 0.08
H 3.191 -0.144 -4.538 0.2 -0.3 -0.4 0.09
H 3.752 0.795 -6.788 -0.1 0.2 -0.3 0.10